(1)
DFT (wB97M-V/def2-TZVPD) results for one molecule with the formula CH5NO2S in a non-equilibrium geometry.

Geometry as XYZ:
```
10
Properties=species:S:1:pos:R:3:forces:R:3
C 1.013280 -0.705564 0.673865 0.7 1.5 0.0
S 0.173111 0.597471 -0.479093 1.7 0.6 1.4
O 0.570340 0.277580 -1.823203 0.2 -0.4 -0.3
N -1.290128 0.934597 -0.077348 0.7 1.3 0.2
O -2.144921 -0.182152 -0.151665 -1.7 -0.6 -1.3
H 0.581744 -1.688716 0.655967 -0.5 -0.3 -0.7
H 2.102201 -0.757312 0.434828 -0.9 0.1 -0.1
H 0.910856 -0.379008 1.716166 -0.1 0.4 -0.4
H 0.946888 1.890462 -0.099673 -2.0 -2.5 -0.2
H -2.863370 0.012641 -0.849845 1.9 -0.1 1.5
```
Positions in Å, forces in eV/Å.

Values from the calculation:
SMILES = C[S@@H](=O)=NO
E_LUMO = 0.1 eV
HOMO-LUMO gap = 9.31 eV
2S+1 = 1
HOMO = -9.169 eV


(2)
DFT (wB97M-V/def2-TZVPD) results for C6H11N5PRh as an isolated structure in a non-equilibrium geometry.

Geometry as XYZ:
```
24
Properties=species:S:1:pos:R:3:forces:R:3
C -0.672669 0.120182 -1.449977 -2.1 -0.1 1.4
C -0.587510 -1.323497 -1.701145 -0.4 0.8 0.6
C -1.373418 -2.035744 -0.757645 -0.2 0.9 0.1
C -2.009648 -1.103474 0.096055 0.4 0.1 -0.9
C -1.630261 0.273510 -0.264566 1.4 -0.6 -2.4
Rh 0.395368 0.915510 0.379092 -1.1 -2.6 0.5
P 1.072882 2.895196 -0.217876 0.7 1.7 -0.4
H -0.577320 0.897524 -2.222039 0.1 -0.6 0.3
H -0.064137 -1.760796 -2.554281 0.0 0.1 0.4
H -1.505333 -3.124949 -0.749347 0.1 0.7 0.2
H -2.274553 1.158997 -0.146056 0.3 -0.6 0.1
H -2.778669 -1.317961 0.833774 0.4 -0.1 0.0
H 0.134735 3.954260 0.089875 0.9 -0.2 -0.6
H 1.505895 3.059369 -1.592185 -0.3 0.5 0.9
H 2.245160 3.289016 0.519583 -0.6 0.2 -0.6
N 1.664609 -1.999993 4.692262 -0.3 -0.9 -0.5
N 1.793062 -1.321289 3.481077 1.7 0.2 1.0
N 2.957237 -1.354083 2.774745 0.1 0.4 -1.9
C 2.589360 -0.735149 1.644975 0.0 -0.5 1.7
N 1.290893 -0.341974 1.675520 1.6 -0.4 -0.6
N 0.755006 -0.802567 2.843153 -3.0 0.5 0.5
H 0.876955 -1.625008 5.212131 0.3 0.3 -0.1
H 2.542889 -1.957693 5.196162 -0.2 0.4 -0.1
H 3.242917 -0.529545 0.808440 0.0 -0.1 0.2
```
Positions in Å, forces in eV/Å.

Values from the calculation:
E_LUMO (alpha / beta) = 0.5 / -1.8 eV
HOMO-LUMO gap (alpha / beta) = 4.41 / 6.16 eV
2S+1 = 5
HOMO (alpha / beta) = -3.950 / -7.977 eV


(3)
DFT (wB97M-V/def2-TZVPD) results for C28H38F18O18SZr as an isolated structure in a non-equilibrium geometry.

Geometry as XYZ:
```
104
Properties=species:S:1:pos:R:3:forces:R:3
Zr 1.393714 -10.634971 1.906053 -4.1 6.5 4.2
O 1.928957 -8.953837 3.183406 -1.8 -3.5 -3.3
C 0.781124 -8.125642 3.490141 -0.8 -1.2 -0.6
C -0.439291 -8.262160 2.385960 1.3 0.9 1.4
O -0.493484 -9.489764 1.673397 5.1 -2.4 0.7
H 1.149393 -7.102764 3.568858 -0.3 0.1 -0.2
H 0.447430 -8.476661 4.466628 -0.4 0.2 0.0
H -0.309047 -7.421509 1.704462 -0.2 -0.1 -0.2
H -1.379548 -8.187374 2.932256 0.0 0.2 0.0
C 2.235171 -7.039528 11.353387 -0.8 -0.3 0.2
C 1.994345 -6.226629 10.091179 1.7 -0.3 1.3
O 1.114192 -6.936919 9.208319 2.9 -1.0 -1.0
C -0.127530 -6.748081 9.197320 -4.1 1.6 0.9
O -0.725361 -5.912669 9.841832 0.1 -0.9 -0.8
C -0.939635 -7.760281 8.251054 -0.6 1.4 1.3
F -1.964339 -7.156174 7.636359 0.7 0.6 -0.5
F -0.158217 -8.365196 7.397778 1.4 0.0 -1.9
F -1.516828 -8.733781 8.907484 -0.4 -1.1 1.8
H 3.169467 -6.691409 11.793825 -0.1 -0.1 0.2
H 2.288520 -8.105800 11.133593 0.4 0.0 -0.2
H 1.418548 -6.979849 12.072891 0.1 0.4 0.1
H 2.982027 -6.231279 9.630137 -0.4 0.2 -0.7
H 1.767930 -5.194993 10.360546 -0.8 -0.2 -0.6
C -0.391519 -6.082382 -2.540565 -0.2 -0.7 0.3
C 1.137650 -5.990410 -2.611028 -1.2 0.5 1.5
O 1.597097 -4.879752 -1.751799 0.5 1.7 2.0
C 1.307362 -4.687334 -0.410861 -2.8 -2.8 -0.9
O 0.581729 -5.415859 0.268814 1.7 0.9 -1.3
C 1.818126 -3.397561 0.245465 -0.8 2.2 0.7
F 2.941455 -3.057844 -0.325041 1.2 0.0 0.2
F 0.979529 -2.328397 0.090463 0.0 -1.3 -0.5
F 1.922322 -3.483428 1.606066 0.5 -0.9 -1.6
H -0.804541 -6.967658 -3.024093 0.4 -0.2 -0.3
H -0.990933 -5.270088 -2.951617 0.6 0.4 0.0
H -0.663174 -6.216686 -1.493533 -0.1 0.2 -0.1
H 1.527903 -5.793411 -3.609527 0.1 0.2 0.3
H 1.621082 -6.843197 -2.134432 -0.2 -0.4 -0.5
C -2.794009 -12.532808 -1.420945 -2.0 -0.8 -0.3
C -1.898645 -12.177722 -0.303750 1.0 -0.1 -0.6
O -2.122574 -13.121729 0.814731 1.1 0.5 3.1
C -1.379530 -13.072454 1.961032 0.0 1.1 -4.0
O -0.421545 -12.282951 2.103838 -0.4 -1.0 -0.2
C -1.739370 -14.193993 2.984621 -0.2 -1.9 1.2
F -2.377967 -13.708348 4.043173 -0.2 0.4 -0.7
F -2.503995 -15.183410 2.433196 1.6 1.7 0.6
F -0.574899 -14.720570 3.513587 -1.1 0.5 -1.4
H -3.850776 -12.489596 -1.157345 -0.1 -0.1 0.5
H -2.621033 -13.560965 -1.738905 0.1 0.2 -0.4
H -2.785925 -11.797911 -2.225908 0.7 -0.2 -0.1
H -1.999793 -11.109761 -0.110559 0.1 -0.2 1.1
H -0.919140 -12.431725 -0.708916 0.6 0.3 0.6
C -2.919368 -6.566195 0.593910 0.1 -0.1 -0.4
C -4.209657 -5.966224 0.040900 -0.1 0.9 1.5
O -4.304849 -5.877593 -1.385856 -0.8 -2.6 -0.6
C -4.596329 -7.092387 -1.983935 2.4 -0.6 1.0
O -4.787119 -8.181860 -1.477551 -0.3 2.2 0.0
C -4.251281 -7.106893 -3.494333 -2.7 1.9 -0.2
F -3.717660 -8.247273 -3.812532 1.4 -0.5 -0.4
F -5.451692 -7.073946 -4.133389 0.4 0.3 -0.1
F -3.549724 -6.024520 -3.912802 0.0 -1.3 0.3
H -2.707870 -7.557372 0.192755 -0.3 -0.2 0.0
H -3.040665 -6.648452 1.674011 0.0 0.0 0.0
H -2.011550 -5.990581 0.413281 -0.2 0.4 -0.1
H -4.333375 -4.945119 0.401651 0.4 0.2 -0.3
H -5.058647 -6.425952 0.546842 -0.2 -0.7 -0.8
C 4.023155 -9.054604 -3.387821 -1.1 -1.1 -0.8
C 3.811804 -9.593910 -1.952479 -0.3 -1.3 -2.8
O 4.060007 -8.478917 -1.188282 0.0 3.2 5.6
C 3.669900 -8.323639 0.099542 -1.2 -2.6 -1.5
O 2.931990 -9.172873 0.691117 1.1 0.6 -1.1
C 4.105556 -6.988064 0.834752 -0.2 1.7 1.2
F 4.458567 -6.053698 -0.038433 -0.3 -0.8 0.1
F 3.078433 -6.496345 1.592919 0.3 -0.9 -1.4
F 5.091757 -7.143197 1.726181 -0.1 -0.9 -1.0
H 3.212088 -8.370764 -3.638100 0.3 0.7 0.5
H 3.760501 -9.796146 -4.142290 0.4 -0.7 0.3
H 4.995041 -8.670988 -3.698233 0.0 0.1 0.7
H 4.448194 -10.430489 -1.663961 0.4 0.2 0.0
H 2.787736 -9.957146 -1.866235 -0.2 0.3 0.2
C 3.430817 -14.101296 6.458503 0.1 0.8 0.3
C 2.703470 -13.228613 5.434631 1.6 -2.2 -1.5
O 1.539959 -12.675494 5.950324 -3.4 3.4 0.4
C 0.739994 -11.738022 5.347413 3.5 -2.1 -1.6
O 0.852387 -11.352123 4.163147 0.5 -0.4 1.0
C -0.387590 -11.293563 6.272198 0.5 -1.4 -0.3
F 0.063236 -10.946806 7.417203 1.0 0.7 1.9
F -1.081754 -10.354202 5.741779 -1.1 1.6 -1.1
F -1.122130 -12.366326 6.424483 -1.2 -1.3 0.0
H 2.712971 -14.761565 6.945155 0.2 0.3 0.4
H 4.008669 -13.424332 7.087723 -0.4 -0.3 0.8
H 4.200635 -14.750726 6.041681 -0.3 0.1 -0.7
H 2.393074 -13.958950 4.687394 0.0 0.4 -0.7
H 3.401481 -12.487735 5.044757 -0.3 0.2 -0.2
C 3.853774 -7.350713 5.995899 -0.8 -0.9 -0.7
C 4.034603 -6.506073 4.778000 1.6 1.5 -1.2
O 4.202138 -5.175210 5.218814 0.2 2.1 2.0
S 4.805367 -5.089772 6.751101 2.1 1.8 0.3
O 4.212424 -3.986675 7.568406 1.3 -3.9 -2.8
O 6.294343 -5.185084 6.683620 -4.3 0.0 0.2
O 4.164799 -6.550186 7.091972 0.2 0.9 1.7
H 4.495202 -8.231117 5.956403 0.0 0.1 0.2
H 2.809983 -7.664470 5.983479 -0.1 -0.1 0.9
H 3.223594 -6.356214 4.065320 0.0 -1.0 0.1
H 4.996203 -6.707303 4.305852 -0.3 -0.6 -0.5
```
Positions in Å, forces in eV/Å.

Values from the calculation:
E_LUMO = -8.9 eV
Total charge = +2
HOMO-LUMO gap = 5.34 eV
2S+1 = 1
HOMO = -14.225 eV


(4)
DFT (wB97M-V/def2-TZVPD) results for a 2-piece molecular cluster, C17H20NO overall in a non-equilibrium geometry.

Geometry as XYZ:
```
39
Properties=species:S:1:pos:R:3:forces:R:3
C 4.264187 0.811973 1.862858 0.8 -0.3 0.0
O 2.855624 1.096966 1.882387 -1.1 -1.1 0.0
C 2.025001 0.092677 1.896506 -0.1 1.0 -0.1
C 0.629414 0.347145 1.888907 0.2 0.2 0.0
C -0.273072 -0.742991 1.898680 0.1 0.1 0.0
C -1.637384 -0.505667 1.883722 0.2 -0.3 0.0
C -2.139480 0.803868 1.870999 0.1 -0.2 0.0
C -3.617440 1.047281 1.865868 -0.1 0.2 0.0
C -1.243753 1.884938 1.865062 0.5 0.3 0.0
C 0.121983 1.681381 1.870787 -0.1 -0.3 0.0
H 4.739084 1.791623 1.858064 0.1 -0.2 0.0
H 4.549244 0.236658 2.754179 -0.1 0.3 -0.2
H 4.529180 0.241477 0.962571 -0.2 0.3 0.2
H 2.451462 -0.924278 1.889366 -0.3 0.3 0.1
H 0.164468 -1.739267 1.929582 -0.3 0.0 0.0
H -2.345621 -1.333857 1.884384 0.3 0.1 0.0
H -3.817813 2.122766 1.863559 -0.1 -0.2 0.0
H -4.092048 0.602370 0.982458 0.2 0.0 0.1
H -4.097065 0.604899 2.747856 0.2 0.0 -0.2
H -1.642023 2.899984 1.856086 0.1 -0.3 0.0
H 0.824390 2.511492 1.864162 -0.2 -0.1 0.0
C 1.473580 -2.278612 5.761352 0.2 0.0 -0.3
N 1.653524 -2.817681 4.396619 0.3 0.0 0.1
C 2.815733 -3.154840 4.015232 0.6 0.3 0.6
C 3.119615 -3.785872 2.719268 -0.3 0.2 -0.6
C 4.451027 -3.889775 2.260170 -0.8 0.1 0.3
C 4.701368 -4.463220 1.016763 -0.2 -0.1 -0.1
C 3.632049 -4.924955 0.231055 0.0 0.1 0.3
C 2.309252 -4.808772 0.682067 0.1 0.2 0.3
C 2.049174 -4.235041 1.930089 0.5 0.0 -0.3
H 0.399456 -2.266615 5.969490 0.3 0.0 0.1
H 1.984200 -2.887210 6.531178 -0.2 0.2 -0.4
H 1.858904 -1.246133 5.836108 -0.2 -0.3 -0.1
H 3.728338 -2.985534 4.626393 -0.4 -0.1 0.1
H 5.247909 -3.506740 2.904738 -0.1 -0.2 -0.3
H 5.729151 -4.558368 0.662123 -0.3 0.0 0.1
H 3.835653 -5.383341 -0.734463 0.0 0.1 0.2
H 1.475098 -5.167162 0.078369 0.3 0.0 0.1
H 1.038331 -4.112648 2.326067 0.3 -0.2 -0.2
```
Positions in Å, forces in eV/Å.

Values from the calculation:
E_LUMO = -5.1 eV
Total charge = +1
HOMO-LUMO gap = 6.53 eV
2S+1 = 1
HOMO = -11.670 eV